1.
{"formula": "C41H37N10O3RuS2", "method": "wB97M-V/def2-TZVPD", "species": ["Ru", "C", "C", "N", "C", "C", "N", "C", "C", "C", "C", "C", "N", "C", "C", "N", "C", "C", "N", "C", "C", "C", "N", "C", "C", "H", "H", "H", "H", "H", "H", "H", "H", "H", "H", "H", "H", "C", "C", "C", "C", "C", "C", "C", "S", "O", "O", "N", "C", "C", "C", "C", "C", "N", "H", "H", "H", "H", "H", "H", "H", "H", "H", "H", "H", "C", "C", "C", "N", "C", "S", "N", "C", "O", "C", "C", "C", "C", "C", "C", "H", "H", "H", "H", "H", "H", "H", "H", "H", "H", "H", "H", "H", "H"], "xyz": [[0.9221, -1.0222, -0.9441], [0.2521, -4.3923, 1.7994], [0.8735, -3.5500, 0.9293], [0.1784, -2.5940, 0.2642], [-1.1854, -2.5369, 0.4438], [-1.7747, -3.4207, 1.3716], [-1.0892, -4.3159, 2.0404], [-1.8595, -1.6222, -0.3896], [-3.2209, -1.3104, -0.4312], [-3.7134, -0.4572, -1.3992], [-2.8205, 0.0317, -2.4158], [-1.5101, -0.2417, -2.3352], [-1.0140, -0.9950, -1.2971], [-0.4649, 0.2080, -3.2538], [-0.6837, 0.8195, -4.4730], [0.3125, 1.2247, -5.2594], [1.5537, 1.0090, -4.8327], [1.8089, 0.3712, -3.6317], [0.7979, -0.0269, -2.8467], [-5.1382, -0.0441, -1.4070], [-5.8306, 0.1512, -0.2186], [-7.1569, 0.5647, -0.2706], [-7.8176, 0.7936, -1.4111], [-7.1424, 0.5990, -2.5488], [-5.8140, 0.1894, -2.5960], [0.8146, -5.1493, 2.3336], [1.9388, -3.6143, 0.7546], [-2.8477, -3.3855, 1.5466], [-3.9011, -1.7712, 0.2745], [-3.2020, 0.6407, -3.2270], [-1.6941, 0.9807, -4.8306], [2.3707, 1.3435, -5.4650], [2.8162, 0.1873, -3.2982], [-5.3414, 0.0094, 0.7410], [-7.7156, 0.7270, 0.6457], [-7.6918, 0.7780, -3.4684], [-5.3356, 0.0210, -3.5571], [6.6815, -6.7774, 0.3737], [5.8989, -5.5843, -0.0999], [6.5145, -4.3324, -0.2176], [5.8232, -3.2411, -0.7008], [4.4817, -3.4106, -1.0511], [3.8370, -4.6462, -0.9561], [4.5576, -5.7211, -0.4742], [3.6226, -2.0745, -1.7036], [2.4183, -2.5285, -2.3793], [4.5001, -1.1715, -2.3675], [2.8628, -1.2068, -0.4677], [3.0547, -1.0797, 0.8971], [4.2200, -1.3319, 1.6115], [4.1612, -1.2315, 2.9925], [2.9602, -0.9110, 3.5955], [1.8408, -0.6563, 2.7874], [1.8986, -0.7010, 1.4692], [7.5315, -6.4828, 0.9872], [7.0700, -7.3272, -0.4864], [6.0557, -7.4634, 0.9426], [7.5581, -4.2237, 0.0571], [6.3175, -2.2832, -0.8443], [2.8060, -4.7584, -1.2771], [4.0816, -6.6935, -0.4023], [5.1343, -1.6052, 1.1024], [5.0475, -1.4100, 3.5893], [2.8716, -0.8398, 4.6740], [0.8929, -0.3907, 3.2332], [-0.7674, 5.1815, -1.4766], [-2.1651, 4.6533, -1.1588], [-2.1783, 3.1624, -0.8563], [-1.5220, 2.8816, 0.4347], [-0.3386, 2.3492, 0.6401], [0.6620, 1.7754, -0.6489], [0.1282, 2.2665, 1.9190], [-0.4824, 2.5944, 3.1745], [-0.2367, 1.8818, 4.1162], [-1.3127, 3.8190, 3.2560], [-0.9386, 4.9797, 2.5774], [-1.6914, 6.1334, 2.7287], [-2.8189, 6.1218, 3.5464], [-3.1827, 4.9662, 4.2299], [-2.4209, 3.8169, 4.0979], [-0.7849, 6.2643, -1.6099], [-0.3786, 4.7373, -2.3969], [-0.0556, 4.9605, -0.6712], [-2.8378, 4.8228, -2.0013], [-2.5883, 5.1954, -0.3067], [-1.6584, 2.6047, -1.6259], [-3.2012, 2.7921, -0.7890], [-1.9765, 3.2861, 1.2397], [0.9499, 1.7000, 2.0021], [-0.0459, 4.9875, 1.9561], [-1.3954, 7.0441, 2.2193], [-3.4098, 7.0239, 3.6605], [-4.0518, 4.9684, 4.8777], [-2.6745, 2.9139, 4.6434]], "spin_multiplicity": 6, "total_charge": 2, "homo_lumo_gap_ev": [5.301, 5.370], "relative_energy_kcal_mol": 46.8}

=====

2.
{"formula": "C41H38As2F6N6NaO2PSbSe4", "method": "wB97M-V/def2-TZVPD", "species": ["Na", "O", "C", "O", "C", "C", "C", "C", "C", "C", "N", "C", "C", "C", "C", "C", "C", "N", "H", "H", "H", "H", "H", "H", "H", "H", "H", "H", "F", "As", "F", "F", "F", "F", "F", "C", "C", "As", "C", "C", "C", "C", "C", "C", "C", "C", "C", "C", "C", "C", "P", "C", "C", "C", "C", "C", "C", "C", "C", "C", "C", "C", "C", "H", "H", "H", "H", "H", "H", "H", "H", "H", "H", "H", "H", "H", "H", "H", "H", "H", "H", "H", "H", "H", "H", "H", "H", "N", "C", "N", "N", "C", "N", "H", "H", "H", "H", "Se", "Sb", "Se", "Se", "Se"], "xyz": [[-0.1533, -3.1650, -0.3063], [3.2630, 2.2410, 4.4972], [4.0261, 1.2980, 3.8883], [5.2076, 1.4216, 3.6764], [3.2260, 0.0938, 3.5060], [3.6815, -0.6760, 2.4569], [2.9835, -1.7439, 2.0028], [1.7553, -2.0403, 2.5108], [1.2011, -1.2668, 3.5449], [1.9533, -0.2026, 4.0390], [1.0213, -3.1537, 1.8753], [0.4509, -3.9066, 2.7345], [-0.4590, -4.9987, 2.2910], [-1.1001, -5.8198, 3.2281], [-1.9212, -6.7868, 2.6513], [-2.0893, -6.9080, 1.3126], [-1.4643, -6.0234, 0.4808], [-0.6249, -5.1524, 0.9840], [2.3403, 2.1988, 4.0929], [4.6693, -0.3491, 2.0428], [3.3789, -2.4166, 1.2158], [0.2743, -1.6534, 3.9175], [1.6340, 0.3475, 4.9400], [0.4838, -3.7130, 3.8329], [-1.0126, -5.6714, 4.3499], [-2.3194, -7.5438, 3.3623], [-2.5738, -7.7844, 0.9598], [-1.5854, -6.2132, -0.5795], [-4.3102, -3.6774, 2.5040], [-3.6396, -2.1550, 3.2125], [-2.2894, -3.0619, 3.6792], [-4.5206, -2.5106, 4.6129], [-2.8343, -0.7342, 3.7603], [-4.9353, -1.1887, 2.5642], [-2.9081, -1.9800, 1.6553], [0.0936, 0.6589, 0.3989], [0.1482, 2.1583, 0.1421], [1.6227, 2.8321, 1.3404], [2.9912, 3.0585, -0.0028], [4.2916, 2.7098, 0.4034], [5.4226, 2.8595, -0.3726], [5.2840, 3.3632, -1.6405], [3.9924, 3.6963, -2.1255], [2.8784, 3.5239, -1.3279], [1.1841, 4.7372, 1.3942], [2.0198, 5.5043, 2.2542], [1.7941, 6.8174, 2.4283], [0.8227, 7.4678, 1.6880], [0.1015, 6.7695, 0.8017], [0.2074, 5.3783, 0.6927], [-0.6433, -0.4726, -0.8095], [-2.3303, 0.2371, -1.0930], [-2.9327, 0.0509, -2.3190], [-4.2284, 0.4451, -2.5833], [-4.8155, 1.3105, -1.6166], [-4.2117, 1.5568, -0.3785], [-2.9994, 0.9657, -0.1128], [0.3198, 0.1889, -2.2801], [1.6347, -0.1408, -2.5365], [2.4195, 0.5651, -3.5390], [1.7733, 1.4928, -4.3400], [0.4641, 1.8294, -4.1147], [-0.2265, 1.2180, -3.0890], [-0.3763, 0.4954, 1.3619], [1.0983, 0.1976, 0.5291], [-0.8132, 2.6316, 0.3453], [0.4948, 2.3325, -0.8966], [4.3807, 2.2765, 1.3842], [6.3417, 2.5282, -0.0061], [6.1771, 3.4178, -2.2822], [3.7797, 3.9810, -3.0980], [1.9524, 3.6983, -1.8885], [2.8297, 4.9858, 2.7929], [2.4464, 7.2908, 3.1753], [0.7113, 8.5767, 1.7202], [-0.6560, 7.3267, 0.2267], [-0.4558, 4.7925, 0.0380], [-2.5116, -0.6112, -3.0638], [-4.7059, 0.2734, -3.5597], [-5.7872, 1.7814, -1.8163], [-4.7870, 2.1226, 0.4202], [-2.5786, 0.8353, 0.9241], [2.2188, -0.9475, -2.0014], [3.4337, 0.2951, -3.7065], [2.3180, 2.1010, -5.0368], [-0.0606, 2.6022, -4.6783], [-1.2427, 1.5073, -2.8952], [1.0596, -2.5270, -5.5462], [-0.1916, -2.0616, -5.3519], [-0.7236, -1.2474, -6.2793], [-0.9291, -2.3998, -4.3648], [-0.4211, -3.1104, -3.4067], [0.0558, -3.6882, -2.5060], [1.6689, -1.9628, -6.1453], [1.4633, -2.8712, -4.6701], [-0.2674, -1.1369, -7.1684], [-1.7108, -1.1905, -6.3074], [-7.8905, -3.8224, 2.4367], [-6.2147, -4.2001, 0.8043], [-7.2989, -2.0862, -1.5077], [-5.3300, -6.0657, -0.3192], [-5.3650, -2.0066, -0.4154]], "spin_multiplicity": 2, "total_charge": 0, "homo_lumo_gap_ev": [6.978, 6.319]}

=====

3.
{"formula": "C41H38BrIN2O5PRuS", "method": "wB97M-V/def2-TZVPD", "species": ["Ru", "I", "C", "C", "C", "C", "C", "C", "C", "C", "C", "C", "H", "H", "H", "H", "H", "H", "O", "S", "O", "O", "C", "C", "C", "C", "C", "C", "P", "C", "C", "C", "C", "C", "C", "C", "C", "C", "C", "C", "C", "H", "H", "H", "H", "H", "H", "H", "H", "H", "H", "H", "H", "H", "H", "Br", "C", "C", "C", "C", "C", "C", "C", "O", "O", "H", "H", "H", "H", "C", "C", "N", "C", "C", "C", "C", "N", "H", "H", "H", "H", "H", "H", "H", "H", "H", "H", "H", "H", "H", "H"], "xyz": [[-0.0019, 0.1570, -0.0405], [-0.7731, 0.6436, 2.3751], [1.4311, 1.5802, -0.0378], [2.4771, 1.3637, 0.8114], [3.7243, 1.9826, 0.5402], [3.8864, 2.7898, -0.5455], [2.7902, 3.0844, -1.3952], [2.8911, 3.9441, -2.5166], [1.7931, 4.2352, -3.2744], [0.5217, 3.7309, -2.9215], [0.4270, 2.8960, -1.8524], [1.5398, 2.5050, -1.0994], [2.4081, 0.7030, 1.6617], [4.5548, 1.7883, 1.2060], [4.8495, 3.2365, -0.7577], [3.8542, 4.3734, -2.7615], [1.8814, 4.8876, -4.1323], [-0.3612, 4.0247, -3.4738], [0.0870, -2.1686, -2.6596], [0.3702, -0.8315, -3.1601], [1.2677, -0.7204, -4.2640], [0.7792, 0.0582, -2.0299], [-1.1920, -0.1616, -3.6783], [-1.3405, 0.0777, -5.0343], [-2.5374, 0.5764, -5.5298], [-3.5775, 0.8469, -4.6599], [-3.4254, 0.6242, -3.2979], [-2.2373, 0.1087, -2.7804], [-2.1349, -0.1997, -0.9862], [-3.6278, 0.5367, -0.2562], [-3.6227, 1.6773, 0.5326], [-4.8127, 2.1945, 1.0272], [-6.0145, 1.5703, 0.7422], [-6.0285, 0.4113, -0.0262], [-4.8444, -0.1088, -0.5148], [-2.4761, -1.9633, -0.7078], [-2.7049, -2.3688, 0.6089], [-3.1546, -3.6533, 0.8630], [-3.3649, -4.5389, -0.1890], [-3.1247, -4.1381, -1.4947], [-2.6851, -2.8474, -1.7602], [-0.5051, -0.1302, -5.6880], [-2.6477, 0.7550, -6.5910], [-4.5160, 1.2375, -5.0319], [-4.2435, 0.8746, -2.6403], [-2.6923, 2.1454, 0.8104], [-4.7901, 3.0818, 1.6460], [-6.9410, 1.9737, 1.1291], [-6.9624, -0.0926, -0.2368], [-4.8669, -1.0198, -1.1004], [-2.5604, -1.6705, 1.4269], [-3.3609, -3.9582, 1.8812], [-3.7259, -5.5396, 0.0106], [-3.2918, -4.8243, -2.3143], [-2.5081, -2.5364, -2.7801], [-6.5206, 6.0267, -2.7421], [-4.9112, 5.2811, -2.1057], [-4.4417, 5.6453, -0.8498], [-3.2705, 5.0815, -0.3805], [-2.5789, 4.1564, -1.1601], [-3.0479, 3.8192, -2.4240], [-4.2180, 4.3827, -2.9030], [-1.3697, 3.5410, -0.5809], [-0.8494, 3.8428, 0.4438], [-0.8333, 2.4789, -1.3683], [-4.9905, 6.3591, -0.2519], [-2.8838, 5.3425, 0.5959], [-2.5023, 3.1099, -3.0290], [-4.5923, 4.1305, -3.8858], [1.3933, -1.6399, 4.2102], [1.8246, -1.7945, 2.7625], [1.1311, -2.8725, 2.0396], [1.1489, -4.1857, 2.7170], [-0.1555, -4.5146, 3.4261], [0.7403, -2.7671, 0.7889], [0.3847, -4.0185, 0.0283], [0.7303, -1.6384, 0.0516], [1.8831, -0.7586, 4.6232], [1.6837, -2.4938, 4.8220], [0.3185, -1.4893, 4.2887], [2.8934, -2.0232, 2.7097], [1.6432, -0.8766, 2.2223], [1.9689, -4.1482, 3.4318], [1.4047, -4.9551, 1.9955], [-0.3750, -3.7874, 4.2053], [-0.0805, -5.4992, 3.8875], [-0.9943, -4.5294, 2.7298], [1.2767, -4.6258, -0.1382], [-0.0411, -3.7568, -0.9356], [-0.3381, -4.6158, 0.5785], [0.7295, -1.9197, -0.9331]], "total_charge": 1, "homo_lumo_gap_ev": 6.140, "relative_energy_kcal_mol": 0.0}

=====

| no. | F_max (eV/A) | E (hartree) |
| --- | --- | --- |
| 1 | 1.45 | -3248.57430 |
| 2 | 3.20 | -17484.73703 |
| 3 | 0.64 | -5776.86215 |